Run a
Molecular formula: C4H5F3O
Method: DFT, ωB97M-V with the def2-TZVPD basis set

Each line ends with the Löwdin charge.
Geometry (Å):
C1 1.250 -0.231 0.537  0.0562
C2 0.341 0.133 -0.336  -0.2240
C3 -0.856 0.837 -0.037  -0.0113
C4 -0.981 2.126 -0.876  -0.5248
O1 -2.126 -0.569 -0.541  -0.0802
F1 0.020 2.940 -0.350  0.1034
F2 -2.168 2.749 -0.701  0.1388
F3 -0.792 1.965 -2.216  0.1343
H1 2.181 -0.687 0.200  0.0725
H2 1.106 0.175 1.595  0.1027
H3 0.360 -0.222 -1.363  0.1228
H4 -1.083 0.961 1.039  0.1574
H5 -2.133 -0.551 -1.444  -0.0477

## Properties
HOMO energy (alpha / beta), Eh: -0.37998 / -0.37996
LUMO (alpha / beta), eV: -0.35 / -0.35
HOMO-LUMO gap (alpha / beta), hartree: 0.3670 / 0.3670

Run b
Molecular formula: C4H5F3O
Method: DFT, ωB97M-V with the def2-TZVPD basis set

Each line ends with the Löwdin charge.
Geometry (Å):
C1 -0.428 -1.700 -0.614  -0.0316
C2 -0.085 -0.694 0.322  -0.3874
C3 -0.438 0.770 0.203  0.0102
C4 -0.129 -1.362 2.233  -0.4867
O1 0.892 -1.251 -0.323  0.0283
F1 -1.162 -0.856 2.863  0.1430
F2 -0.243 -2.661 2.184  0.1559
F3 0.983 -0.940 2.914  0.0988
H1 -0.416 -2.727 -0.228  0.1338
H2 -0.611 -1.219 -1.537  0.1172
H3 -1.397 0.931 0.464  0.0446
H4 -0.404 1.184 -0.791  0.0915
H5 0.167 1.417 0.787  0.0823

## Properties
HOMO energy, Eh: -0.36218
LUMO, eV: 0.90
HOMO-LUMO gap, hartree: 0.3953

run a (7.0 kcal/mol below the next structure)